# 1
Formula: C22H13ClCo2O8S
Source: the Open Molecules 2025 dataset
Level of theory: ωB97M-V/def2-TZVPD

energy above the lowest of the compared OMol25 structures with the same formula, charge and spin: 39.5 kcal/mol
frontier orbital gap: 2.335 eV
charge: -2
max |F|: 5.36 eV/A

Cartesian coordinates (Å):
Cl  1.879  -2.379  -0.523
C  0.681  -1.812  0.784
S  1.490  -1.186  2.283
C  2.308  -2.684  2.816
C  1.674  -3.434  3.804
C  2.355  -4.502  4.380
C  3.648  -4.827  3.968
C  4.270  -4.053  2.987
C  3.596  -2.995  2.378
O  2.407  -0.184  1.790
O  0.448  -0.803  3.204
H  -0.028  -2.673  1.020
H  0.680  -3.147  4.141
H  1.863  -5.074  5.158
H  4.156  -5.690  4.403
H  5.291  -4.279  2.694
H  4.082  -2.394  1.610
O  0.671  2.616  -4.199
C  0.526  2.740  -3.048
Co  0.310  2.964  -1.330
C  2.000  3.358  -1.111
O  3.119  3.665  -0.986
C  -0.545  4.488  -1.588
O  -1.026  5.509  -1.830
C  -0.932  1.238  -1.095
C  -1.840  1.005  -2.303
C  -2.471  2.076  -2.998
C  -3.348  1.857  -4.073
C  -3.602  0.567  -4.523
C  -2.987  -0.507  -3.886
C  -2.153  -0.299  -2.771
C  -0.384  0.597  -0.003
C  -0.260  -0.892  0.178
Co  -1.340  2.056  0.462
C  -2.529  3.310  0.076
O  -3.252  4.203  -0.059
C  0.049  3.239  0.825
O  0.609  3.898  1.580
C  -2.097  1.670  2.013
O  -2.677  1.531  2.993
H  -2.253  3.113  -2.695
H  -3.828  2.709  -4.540
H  -4.279  0.395  -5.354
H  -3.153  -1.527  -4.220
H  -1.691  -1.154  -2.262
H  -1.133  -1.151  0.716
H  -0.300  -1.159  -0.864

Löwdin atomic charge list, values in e, 4 entries: 0.5619, -0.6877, 0.6557, -0.2949



# 2
Formula: C22H14ClN6O6S2V
Source: the Open Molecules 2025 dataset
Level of theory: ωB97M-V/def2-TZVPD

energy above the lowest of the compared OMol25 structures with the same formula, charge and spin: 0.0 kcal/mol
multiplicity: 2
frontier orbital gap (alpha / beta): 6.824 / 7.867 eV
charge: +1
max |F|: 4.07 eV/A

Cartesian coordinates (Å):
V  0.065  -0.107  -0.530
S  0.454  -0.964  1.468
C  1.791  -1.836  0.802
C  2.891  -2.046  1.665
N  3.773  -2.159  2.386
C  1.780  -2.304  -0.493
S  0.451  -2.019  -1.568
C  2.840  -3.087  -1.004
N  3.675  -3.728  -1.454
O  -5.144  2.159  -1.553
C  -5.343  0.902  -1.215
O  -6.432  0.409  -1.138
C  -4.122  0.068  -0.925
C  -4.144  -1.300  -0.614
Cl  -5.452  -2.349  -0.486
N  -2.866  -1.697  -0.393
N  -2.026  -0.672  -0.544
C  -2.757  0.394  -0.870
C  -1.958  1.614  -1.140
O  -2.414  2.663  -1.523
O  -0.714  1.337  -0.910
C  -2.424  -3.018  -0.112
C  -2.632  -4.015  -1.059
C  -2.212  -5.304  -0.781
C  -1.577  -5.588  0.419
C  -1.376  -4.590  1.358
C  -1.810  -3.300  1.103
H  -4.215  2.474  -1.592
H  -3.115  -3.777  -1.994
H  -2.374  -6.085  -1.505
H  -1.253  -6.596  0.626
H  -0.895  -4.811  2.299
H  -1.711  -2.525  1.851
O  0.732  5.773  2.480
C  2.103  5.613  2.277
N  2.220  4.517  1.345
C  3.315  3.742  1.230
O  4.337  3.890  1.851
C  3.151  2.635  0.212
C  4.146  2.367  -0.725
C  3.934  1.346  -1.639
C  2.759  0.614  -1.571
N  1.835  0.828  -0.632
C  2.025  1.825  0.235
H  0.555  6.580  2.977
H  2.642  5.346  3.200
H  2.558  6.523  1.851
H  1.405  4.393  0.763
H  5.051  2.954  -0.732
H  4.662  1.113  -2.401
H  2.556  -0.173  -2.293
H  1.262  1.970  0.998

Löwdin atomic charge list, values in e, 4 entries: 0.5502, 0.8496, -0.6442, -0.2426



# 3
Formula: C22H15BeO5P
Source: the Open Molecules 2025 dataset
Level of theory: ωB97M-V/def2-TZVPD

energy above the lowest of the compared OMol25 structures with the same formula, charge and spin: 7.7 kcal/mol
frontier orbital gap: 6.499 eV
charge: +2
max |F|: 6.20 eV/A

Cartesian coordinates (Å):
O  -0.361  -3.355  -2.677
C  0.104  -2.297  -2.684
Be  0.644  -0.542  -2.685
O  -0.975  0.347  -5.032
C  -0.375  0.085  -4.069
C  2.122  -0.240  -3.627
O  3.036  -0.033  -4.285
C  0.053  1.947  -3.310
O  0.438  2.552  -4.233
O  1.079  -0.231  -1.192
P  0.276  -0.056  0.133
C  -0.230  1.660  0.176
C  0.553  2.564  0.910
C  0.230  3.920  0.888
C  -0.773  4.400  0.044
C  -1.531  3.499  -0.707
C  -1.298  2.130  -0.603
C  -1.088  -1.221  0.157
C  -1.091  -2.238  1.128
C  -2.079  -3.215  1.110
C  -3.039  -3.220  0.095
C  -3.015  -2.230  -0.889
C  -2.056  -1.221  -0.859
C  1.362  -0.380  1.499
C  2.607  -1.016  1.362
C  3.352  -1.290  2.514
C  2.861  -0.931  3.778
C  1.609  -0.309  3.914
C  0.857  -0.038  2.773
H  1.394  2.215  1.515
H  0.801  4.612  1.500
H  -1.020  5.464  0.022
H  -2.313  3.864  -1.372
H  -1.927  1.432  -1.160
H  -0.329  -2.245  1.914
H  -2.108  -3.952  1.914
H  -3.794  -4.005  0.070
H  -3.772  -2.220  -1.674
H  -2.082  -0.417  -1.598
H  3.005  -1.273  0.379
H  4.323  -1.787  2.422
H  3.447  -1.155  4.676
H  1.231  -0.006  4.896
H  -0.129  0.428  2.870

Löwdin atomic charge list, values in e, 4 entries: 0.2630, 0.1768, -0.1196, 0.2563



Energy list, top to bottom, in a.u.: -5071.80046; -3827.13655; -1579.12501